No. 1
Formula: C53H48AsBGeN8Pt
Source: the OMol25 dataset
Level of theory: the ωB97M-V functional and the def2-TZVPD basis

Computed properties:
2S+1 ... 2
Energy above the lowest of the compared OMol25 structures with the same formula, charge and spin ... 320.2 kJ/mol
Charge ... -1
LUMO (spin up / spin down) ... 2.6 / 2.6 eV
Maximum force ... 2.340 eV/A
Orbital gap (spin up / spin down) ... 5.82 / 6.09 eV
<S²> ... 0.7837

Last column: Löwdin charge in e.
Element x y z (Å)
Pt  0.81872  0.70142  -0.14759  0.736
C  0.02838  -0.22763  -3.39001  -0.046
C  0.98756  -1.14991  -2.71520  -0.363
C  1.52884  -2.35168  -3.19835  -0.027
C  2.39696  -2.78124  -2.22525  -0.075
N  2.38444  -1.89218  -1.21328  0.036
N  1.50872  -0.88132  -1.51447  -0.074
B  3.36050  -1.76282  0.00176  -0.642
N  2.59467  -1.74031  1.35738  0.006
C  3.02574  -2.25624  2.52881  -0.076
C  2.16813  -1.83871  3.52140  -0.027
C  1.21111  -1.04218  2.85919  -0.355
C  0.03769  -0.29959  3.41898  -0.037
N  1.47679  -1.00548  1.56202  0.002
N  4.12839  -0.42593  -0.17093  -0.003
C  5.35466  -0.12170  -0.65305  -0.100
C  5.48792  1.24944  -0.61557  -0.037
C  4.25700  1.71673  -0.10657  -0.355
C  3.79115  3.11811  0.13387  -0.054
N  3.45733  0.69380  0.15527  0.054
N  4.36444  -2.92994  0.08103  -0.004
C  5.59769  -2.92535  0.64397  -0.109
C  6.01364  -4.22597  0.77128  -0.035
C  4.93628  -4.99183  0.27145  -0.360
C  4.80689  -6.47953  0.15439  -0.048
N  3.95022  -4.20672  -0.13156  0.123
H  -0.88170  -0.75427  -3.68746  0.067
H  0.48512  0.20246  -4.28508  0.077
H  -0.23339  0.57922  -2.70819  0.026
H  1.30564  -2.84429  -4.13204  0.099
H  3.01272  -3.66364  -2.17413  0.102
H  3.89791  -2.88999  2.58803  0.112
H  2.22530  -2.06911  4.57498  0.092
H  -0.78122  -0.97761  3.67163  0.064
H  -0.31998  0.41655  2.67774  0.038
H  0.32323  0.23998  4.32387  0.075
H  6.03229  -0.87905  -1.01380  0.107
H  6.34140  1.82963  -0.93059  0.087
H  4.61299  3.82733  0.02300  0.067
H  3.36590  3.20616  1.13508  0.073
H  2.99474  3.37540  -0.56740  0.052
H  6.08441  -2.00530  0.91986  0.114
H  6.94634  -4.57818  1.18435  0.092
H  5.73608  -6.92930  -0.19980  0.068
H  4.00721  -6.71859  -0.54677  0.067
H  4.56099  -6.93406  1.11756  0.070
C  -4.31565  -2.09198  3.64195  -0.108
C  -4.32686  -0.98872  2.79635  -0.093
C  -3.41987  -0.90857  1.74912  -0.118
C  -2.50281  -1.93275  1.51587  -0.362
C  -2.49407  -3.03236  2.36886  -0.102
C  -3.39473  -3.10944  3.42696  -0.098
As  -1.21379  -1.63919  0.05500  1.351
C  -0.64428  -3.48127  -0.21544  -0.314
C  0.28445  -4.19295  0.53184  -0.100
C  0.60745  -5.49637  0.17358  -0.088
C  0.00893  -6.08105  -0.93747  -0.089
C  -0.91593  -5.37020  -1.69252  -0.036
C  -1.25141  -4.06874  -1.33436  -0.195
C  -2.24526  -3.20952  -2.02013  -0.196
C  -2.97104  -3.53952  -3.16139  -0.037
C  -3.88405  -2.63453  -3.68854  -0.097
C  -4.06970  -1.38964  -3.09383  -0.094
C  -3.33492  -1.04535  -1.96691  -0.089
C  -2.44040  -1.95900  -1.42392  -0.311
H  -5.01635  -2.15490  4.46628  0.093
H  -5.03887  -0.18609  2.96216  0.095
H  -3.40878  -0.03555  1.10822  0.068
H  -1.78281  -3.83409  2.21622  0.090
H  -3.37674  -3.97002  4.08632  0.096
H  0.77435  -3.73158  1.38577  0.095
H  1.33933  -6.04798  0.75249  0.095
H  0.27103  -7.09375  -1.22317  0.094
H  -1.37385  -5.83452  -2.55961  0.099
H  -2.83158  -4.50205  -3.64023  0.099
H  -4.45044  -2.89802  -4.57387  0.093
H  -4.77651  -0.68383  -3.51667  0.095
H  -3.44912  -0.06180  -1.51878  0.089
C  0.01166  2.27806  0.32358  -0.499
Ge  -1.16603  3.72223  -0.03766  0.812
C  -0.25152  5.05983  -1.14693  -0.260
C  -0.63466  5.51308  -2.40868  -0.099
C  0.12199  6.46358  -3.08973  -0.101
C  1.28233  6.96973  -2.52189  -0.106
C  1.68221  6.52414  -1.26753  -0.092
C  0.92165  5.58051  -0.59103  -0.119
C  -2.95078  3.16339  -0.68415  -0.257
C  -3.44918  3.25950  -1.98408  -0.101
C  -4.70324  2.75119  -2.31589  -0.103
C  -5.48044  2.12342  -1.35271  -0.111
C  -4.99851  2.01097  -0.05395  -0.106
C  -3.75005  2.52649  0.27106  -0.131
C  -1.58452  4.72027  1.61981  -0.285
C  -2.40408  5.85093  1.60900  -0.109
C  -2.68247  6.54503  2.77994  -0.104
C  -2.14248  6.11517  3.98795  -0.111
C  -1.32610  4.99257  4.01705  -0.099
C  -1.05009  4.30237  2.83982  -0.110
H  -1.53214  5.13539  -2.87873  0.069
H  -0.19607  6.80298  -4.06884  0.095
H  1.87444  7.70356  -3.05575  0.094
H  2.59007  6.90940  -0.81791  0.098
H  1.24504  5.23396  0.38645  0.098
H  -2.85689  3.71515  -2.76613  0.073
H  -5.06807  2.84095  -3.33273  0.096
H  -6.45013  1.71580  -1.61287  0.097
H  -5.59442  1.51213  0.70289  0.097
H  -3.38391  2.43486  1.29081  0.100
H  -2.83185  6.19602  0.67103  0.101
H  -3.31990  7.42143  2.75295  0.093
H  -2.35852  6.65566  4.90173  0.092
H  -0.90171  4.65345  4.95513  0.095
H  -0.40719  3.42559  2.85793  0.085



No. 2
Formula: C3H9BO
Source: the OMol25 dataset
Level of theory: the ωB97M-V functional and the def2-TZVPD basis

Computed properties:
Energy above the lowest of the compared OMol25 structures with the same formula, charge and spin ... 472.2 kJ/mol
Charge ... 0
LUMO (spin up / spin down) ... 0.2 / 0.2 eV
Maximum force ... 3.705 eV/A
Orbital gap (spin up / spin down) ... 7.32 / 6.41 eV

Last column: Löwdin charge in e.
Element x y z (Å)
B  -1.03699  0.61861  0.28494  -0.207
C  1.92639  -0.52777  -1.02594  -0.037
C  -1.85164  0.19128  -1.01127  -0.036
C  -0.34568  0.15488  2.63018  -0.081
O  -0.44217  0.24793  1.31361  -0.009
H  0.94259  0.12554  -1.05012  0.025
H  1.92840  -1.25899  -1.78016  -0.006
H  2.75988  0.18387  -1.06987  0.019
H  -1.93836  1.00607  -1.78487  0.068
H  -2.82500  -0.35090  -1.01779  0.069
H  -1.09405  -0.46363  -1.46356  0.046
H  -0.86552  1.03115  3.13704  0.072
H  2.14332  -0.92341  0.00687  0.043
H  0.69884  -0.03462  2.83093  0.034



No. 3
Formula: C26H74N4O14
Source: the OMol25 dataset
Level of theory: the ωB97M-V functional and the def2-TZVPD basis

Computed properties:
Energy above the lowest of the compared OMol25 structures with the same formula, charge and spin ... 937.5 kJ/mol
SMILES ... COC[C@H](C)N.COC[C@H](C)N.COC[C@H](C)N.COC[C@H](C)N.OCCO.OCCO.OCCO.OCCO.OCCO
Charge ... 0
LUMO ... 0.1 eV
Maximum force ... 4.123 eV/A
Orbital gap ... 8.96 eV

Last column: Löwdin charge in e.
Element x y z (Å)
C  -0.89194  5.57200  0.15369  -0.140
O  -0.16820  6.55573  0.87042  -0.182
C  -1.10327  7.74783  0.94468  -0.141
C  -0.24359  8.93877  1.54828  -0.463
C  0.91283  9.31119  0.62370  -0.079
N  0.19216  8.70296  2.88367  0.032
H  -1.06475  5.84856  -0.88638  0.087
H  -1.72966  5.20899  0.74914  0.087
H  -0.18551  4.74433  0.09034  0.082
H  -1.54284  8.06972  0.00060  0.109
H  -1.96146  7.77783  1.61603  0.108
H  -0.75547  9.90094  1.56575  0.128
H  1.46226  10.19322  0.95273  0.070
H  0.48606  9.67607  -0.31056  0.079
H  1.71797  8.57661  0.60854  0.077
H  -0.50438  8.51993  3.59178  0.074
H  0.88072  7.96523  2.84193  0.073
C  -3.46738  -1.04921  1.35545  -0.121
O  -2.12260  -1.04857  1.79252  -0.184
C  -1.31267  -0.79075  0.66325  -0.242
C  0.11672  -1.10035  0.85077  -0.468
C  0.98846  -0.80588  -0.34945  -0.060
N  0.28099  -2.51522  1.09508  0.040
H  -3.70070  -0.24721  0.65512  0.079
H  -4.08986  -0.65239  2.15742  0.088
H  -3.71183  -2.01116  0.90492  0.092
H  -1.64581  -1.51553  -0.07959  0.128
H  -1.46721  0.28446  0.57308  0.139
H  0.42660  -0.51314  1.71520  0.140
H  1.98009  -1.25505  -0.40434  0.074
H  1.20820  0.26173  -0.35457  0.078
H  0.48024  -1.07480  -1.27546  0.079
H  0.09375  -2.68906  2.07223  0.076
H  1.15381  -2.97012  0.86846  0.067
C  5.57218  -0.65413  -5.55510  -0.122
O  6.49656  0.43886  -5.60714  -0.211
C  6.78316  0.77641  -6.98730  -0.173
C  7.71944  2.01992  -7.08358  -0.415
C  8.88888  2.03173  -6.07951  -0.058
N  6.96338  3.27337  -6.94499  0.029
H  6.03307  -1.47334  -6.10698  0.083
H  4.55324  -0.59392  -5.93751  0.080
H  5.34742  -0.99284  -4.54373  0.080
H  7.51758  -0.00083  -7.19854  0.115
H  5.83862  0.74982  -7.53066  0.124
H  8.13458  1.96845  -8.09012  0.128
H  8.50512  2.12628  -5.06369  0.068
H  9.59404  2.85691  -6.17909  0.079
H  9.38318  1.06333  -6.15670  0.076
H  6.66751  3.43409  -5.99277  0.066
H  6.10679  3.07936  -7.44371  0.056
C  -3.45837  -4.21077  11.94746  -0.131
O  -3.24325  -4.69680  10.64569  -0.197
C  -4.15551  -4.09322  9.70391  -0.168
C  -3.78754  -4.56553  8.25005  -0.404
C  -4.26394  -3.68629  7.05421  -0.075
N  -4.41951  -5.82915  8.02710  0.010
H  -2.84822  -4.70192  12.70547  0.086
H  -4.50192  -4.13581  12.25320  0.087
H  -3.00106  -3.22176  11.91863  0.082
H  -5.16749  -4.42666  9.93376  0.117
H  -4.24019  -3.02145  9.88346  0.114
H  -2.71864  -4.68039  8.07015  0.128
H  -3.85789  -2.67878  6.96395  0.066
H  -5.32270  -3.42970  7.01810  0.070
H  -4.05340  -4.10580  6.07045  0.067
H  -4.34200  -6.18017  7.08324  0.071
H  -4.09892  -6.51539  8.69523  0.076
O  2.04553  3.17155  -5.04808  -0.072
C  0.72876  2.83589  -5.52465  -0.212
C  0.63713  3.20859  -6.98922  -0.278
O  0.78622  2.14671  -7.87702  -0.067
H  2.67298  2.52830  -5.38592  0.075
H  0.32630  1.86824  -5.22502  0.123
H  0.05798  3.54484  -5.03932  0.112
H  1.37656  3.93763  -7.32068  0.120
H  -0.28797  3.75968  -7.15832  0.108
H  0.88975  2.30610  -8.81802  0.089
O  -3.06083  -7.56078  2.51695  -0.072
C  -4.06938  -6.92951  1.76592  -0.221
C  -4.13589  -7.64665  0.32412  -0.207
O  -4.77638  -8.90077  0.57651  -0.091
H  -3.08792  -8.51915  2.46812  0.083
H  -5.02634  -7.06014  2.27116  0.105
H  -4.00618  -5.84232  1.71978  0.108
H  -3.14091  -7.77315  -0.10262  0.111
H  -4.76545  -7.13637  -0.40484  0.104
H  -4.64656  -9.45519  -0.19638  0.081
O  6.07467  0.73633  1.41677  -0.087
C  6.85734  -0.34475  0.80485  -0.199
C  7.38073  0.18984  -0.52420  -0.258
O  6.27278  0.62751  -1.24287  -0.076
H  5.75138  1.11392  0.59548  0.046
H  7.48253  -0.82129  1.55993  0.121
H  6.08034  -1.06526  0.54945  0.107
H  7.77516  -0.66047  -1.08053  0.122
H  8.01912  1.05885  -0.36489  0.126
H  6.47762  0.81388  -2.16206  0.095
O  0.45488  -5.74323  -2.45433  -0.062
C  1.41356  -5.36158  -3.44802  -0.246
C  1.66751  -6.39958  -4.61504  -0.199
O  0.64834  -6.20768  -5.61149  -0.088
H  0.42172  -5.00422  -1.84247  0.076
H  1.18251  -4.43414  -3.97202  0.106
H  2.34798  -5.01831  -3.00404  0.102
H  1.47437  -7.38032  -4.18035  0.107
H  2.68338  -6.40779  -5.01006  0.116
H  -0.22984  -6.32456  -5.24169  0.082
O  -9.03645  4.84051  -0.16395  -0.081
C  -8.98046  4.91099  1.28032  -0.204
C  -7.56342  4.48305  1.89501  -0.221
O  -7.31286  3.13625  2.27023  -0.081
H  -8.98816  3.89112  -0.29780  0.076
H  -9.20778  5.93450  1.57840  0.106
H  -9.85338  4.41596  1.70582  0.110
H  -7.48881  5.08065  2.80353  0.103
H  -6.74158  4.79732  1.25165  0.112
H  -6.91595  3.11705  3.14412  0.079